Entry 1:
{"formula": "C6H10O", "method": "ωB97M-V/def2-TZVPD", "homo_energy_ev": -9.67, "lumo_ev": 0.12, "charge": 0, "orbital_gap_ev": 9.8, "total_energy_ha": -309.76297, "symbols": ["O", "C", "C", "C", "C", "C", "C", "H", "H", "H", "H", "H", "H", "H", "H", "H", "H"], "xyz": [[1.3598, -0.5784, 1.6684], [1.8146, -0.9677, 0.6109], [1.5770, -0.3709, -0.7205], [-1.9641, 0.1672, 0.8264], [0.8150, 0.7012, -0.9782], [0.0002, 1.4929, 0.0099], [-1.4253, 0.9936, -0.0658], [2.4719, -1.8628, 0.5953], [0.0410, 2.5573, -0.2530], [-2.0005, 1.2943, -0.9424], [-0.5688, -2.5564, -0.4440], [-1.4006, -0.1706, 1.6937], [-0.9022, -1.9560, -0.1557], [0.7101, 0.9984, -2.0229], [-2.9756, -0.2132, 0.7079], [0.3906, 1.3603, 1.0190], [2.0569, -0.8891, -1.5487]]}

=====

Entry 2:
{"formula": "C6H10O", "method": "ωB97M-V/def2-TZVPD", "homo_energy_ev": -10.10, "lumo_ev": 0.94, "charge": 0, "orbital_gap_ev": 11.0, "total_energy_ha": -309.78631, "symbols": ["O", "C", "C", "C", "C", "C", "C", "H", "H", "H", "H", "H", "H", "H", "H", "H", "H"], "xyz": [[1.5630, 0.1093, -0.6562], [0.0627, -2.0743, 1.5728], [-0.5512, 0.9290, 0.0686], [0.2185, -0.2994, -0.4360], [0.0867, 1.6229, 1.2663], [0.1519, -1.3334, 0.6261], [-0.4112, -0.7327, -1.7644], [-0.6342, 1.6152, -0.7836], [0.2559, -1.3814, -2.3425], [-1.5670, 0.5905, 0.3066], [-1.3631, -1.2505, -1.6194], [-0.5938, 0.1800, -2.3417], [-0.2897, 2.6466, 1.3422], [-0.1372, 1.1057, 2.2046], [-0.0126, -2.7343, 2.4096], [1.1730, 1.6599, 1.1475], [2.0483, -0.6528, -1.0003]]}

=====

Entry 3:
{"formula": "C6H10O", "method": "ωB97M-V/def2-TZVPD", "homo_energy_ev": -7.95, "lumo_ev": 0.51, "charge": 0, "orbital_gap_ev": 8.5, "total_energy_ha": -309.69385, "symbols": ["O", "C", "C", "C", "C", "C", "C", "H", "H", "H", "H", "H", "H", "H", "H", "H", "H"], "xyz": [[0.1873, 0.0664, 1.4502], [-0.4001, -1.2389, 1.2130], [-1.2130, -1.1175, -0.0973], [1.8608, 0.8759, -0.9897], [0.8964, -0.2182, -0.8294], [-0.5716, 0.9883, 0.6567], [-0.5691, 0.1702, -0.6253], [-1.0254, 0.6106, -1.5221], [-1.0054, -1.4881, 2.0845], [1.9864, 0.8017, -2.0865], [-1.5696, 1.1558, 1.0948], [2.8433, 0.6044, -0.5876], [0.4099, -1.9667, 1.1035], [1.6077, 1.9168, -0.7357], [-2.2863, -1.0164, 0.0992], [-1.0490, -1.9521, -0.7837], [-0.0590, 1.9518, 0.6006]]}

=====

Entry 4:
{"formula": "C6H10O", "method": "ωB97M-V/def2-TZVPD", "homo_energy_ev": -9.75, "lumo_ev": 1.14, "charge": 0, "orbital_gap_ev": 10.9, "total_energy_ha": -309.79338, "symbols": ["O", "C", "C", "C", "C", "C", "C", "H", "H", "H", "H", "H", "H", "H", "H", "H", "H"], "xyz": [[-0.6383, -0.7375, -0.9660], [0.2867, 0.2809, 0.9842], [-1.1652, 0.5407, 0.8419], [-0.0573, 1.5682, 0.3249], [-1.7573, -0.4022, -0.1763], [0.4942, -0.7919, -0.0951], [1.7111, -0.6608, -0.9766], [-2.5208, 0.0916, -0.7881], [0.8017, 0.1750, 1.9341], [1.7996, -1.5541, -1.5976], [-1.7458, 0.6839, 1.7632], [-2.2184, -1.3139, 0.2521], [1.6029, 0.2009, -1.6446], [2.6142, -0.5373, -0.3742], [-0.1730, 2.5654, 0.7182], [0.4884, -1.7548, 0.4367], [0.4773, 1.6460, -0.6368]]}